w) 2 unconnected molecules or ions with the total composition C8H11NO2, computed with the ωB97M-V functional and the def2-TZVPD basis.

Positions of all 22 atoms, in Å:
C 2.928 -0.192 -1.279
C 2.070 -1.120 -1.793
C 1.213 -0.120 -0.106
C -0.810 -0.507 1.339
C -0.653 -1.967 1.110
C -1.364 0.795 -1.217
C 0.438 1.684 1.507
C 0.250 0.337 0.888
N 2.423 0.427 -0.213
O -1.678 -0.068 2.057
O 0.965 -1.046 -0.961
H 3.948 -0.083 -1.684
H 2.243 -1.837 -2.546
H -1.134 -2.055 0.103
H -1.284 -2.562 1.847
H 0.370 -2.327 1.097
H -0.560 1.330 -1.713
H -2.187 1.086 -0.568
H -1.622 -0.338 -1.455
H 1.023 1.554 2.467
H -0.459 2.158 1.794
H 1.045 2.322 0.805

Calculated values
HOMO energy (spin up / spin down) = -8.675 / -8.168 eV
multiplicity = 1

Löwdin analysis output, partial charges in e:
1. C -0.15
2. C -0.03
3. C -0.41
4. C -0.52
5. C -0.01
6. C 0.11
7. C -0.03
8. C -0.13
9. N 0.15
10. O 0.08
11. O 0.04
12. H 0.12
13. H 0.11
14. H 0.09
15. H 0.12
16. H 0.08
17. H 0.02
18. H 0.01
19. H 0.06
20. H 0.12
21. H 0.06
22. H 0.10



x) A single C8H11NO2 molecule, computed with the ωB97M-V functional and the def2-TZVPD basis.

Positions of all 22 atoms, in Å:
C -0.548 0.957 2.882
C -1.125 0.654 1.866
C -1.790 0.490 0.637
C -1.396 -0.624 -0.255
C -0.197 -0.353 -1.109
C 0.205 0.957 -1.776
C 1.451 1.058 -0.828
C 1.107 -0.305 -0.433
N 1.690 -1.209 0.223
O 2.789 -1.220 0.771
O 0.909 -2.377 0.305
H -0.132 1.209 3.805
H -2.807 0.321 0.878
H -1.739 1.315 0.039
H -1.148 -1.464 0.499
H -2.134 -0.982 -0.839
H -0.179 -1.191 -1.768
H -0.443 1.825 -1.589
H 0.348 1.066 -2.979
H 2.419 1.344 -1.258
H 1.277 1.614 0.061
H 1.445 -3.082 0.868

Calculated values
HOMO energy = -8.357 eV
multiplicity = 1

Löwdin analysis output, partial charges in e:
1. C 0.14
2. C -0.13
3. C -0.23
4. C -0.15
5. C -0.25
6. C -0.10
7. C -0.05
8. C -0.23
9. N -0.28
10. O -0.01
11. O 0.01
12. H 0.01
13. H 0.12
14. H 0.09
15. H 0.15
16. H 0.08
17. H 0.14
18. H 0.09
19. H 0.16
20. H 0.12
21. H 0.11
22. H 0.19



Question: of the structures shown, which is the least stable? Reply: x).